Formula: C14H30ClLiO8
Source: the Open Molecules 2025 dataset
Level of theory: ωB97M-V/def2-TZVPD

Structure (XYZ):
```
54
Properties=species:S:1:pos:R:3:mulliken_charge:R:1
Li -2.43 0.31 -2.40 0.839
Cl -0.95 -0.38 -1.01 2.281
O -0.89 0.73 -1.94 -1.041
O 0.34 -1.02 -0.85 -0.893
O -1.59 0.13 0.21 -0.411
O -1.86 -1.25 -1.67 -0.846
C 0.48 2.81 -1.44 -0.311
C 1.58 3.18 -2.39 -0.743
C 2.66 2.19 -2.07 -0.627
O 2.50 1.73 -0.71 -0.326
C 1.21 2.03 -0.28 1.468
H -0.13 2.09 -1.99 -0.135
H -0.14 3.61 -1.05 0.487
H 2.06 4.15 -2.28 0.220
H 1.25 3.04 -3.42 0.387
H 3.70 2.51 -2.20 0.457
H 2.46 1.37 -2.76 0.133
H 1.22 2.61 0.64 0.579
H 0.67 1.16 0.10 -1.393
C -4.59 -2.08 0.65 -0.666
C -3.43 -2.28 1.62 -0.703
C -2.21 -2.55 0.76 -0.671
O -2.80 -2.66 -0.54 -0.518
C -3.92 -1.79 -0.60 0.212
H -5.31 -1.35 1.03 0.333
H -5.18 -2.99 0.53 0.301
H -3.57 -3.17 2.23 0.347
H -3.30 -1.44 2.31 0.330
H -1.76 -3.53 0.96 0.569
H -1.51 -1.72 0.83 -0.039
H -4.51 -2.07 -1.48 0.415
H -3.67 -0.75 -0.82 -0.270
C 1.27 1.35 2.56 -0.571
C -0.10 1.19 1.99 -0.429
C -0.02 -0.21 1.49 1.073
O 0.95 -0.87 2.32 -0.615
C 2.03 -0.03 2.43 -0.476
H 1.26 1.53 3.64 0.381
H 1.89 2.14 2.14 0.277
H -0.28 1.94 1.22 0.132
H -0.88 1.26 2.74 0.505
H 0.40 -0.38 0.50 -1.588
H -0.92 -0.82 1.51 0.509
H 2.79 -0.06 1.65 0.035
H 2.44 -0.20 3.43 0.573
C 2.64 -0.61 -0.07 -1.482
C 2.83 -1.23 -1.45 -0.540
O 1.78 -2.12 -1.81 -0.715
H 2.80 -1.31 0.75 0.432
H 1.71 -0.07 0.06 0.987
H 3.38 0.17 0.06 0.488
H 3.70 -1.89 -1.41 0.413
H 3.01 -0.53 -2.27 0.087
H 0.94 -1.83 -1.43 0.761
```

## Properties
net charge = 0
electronic energy = -1620.36295 Eh
frontier orbital gap = 7.35 eV
energy relative to the best compared isomer or geometry (same formula, charge and spin) = 1307.4 kJ/mol
molar mass = 368.78 g mol⁻¹